95
Properties=species:S:1:pos:R:3:lowdin_charge:R:1 method="wB97M-V/def2-TZVPD" e_above_lowest_kcal_mol=0.00 energy_ev=-137507.08765 homo_energy_ev="-12.25 / -12.25" spin_multiplicity=3 homo_lumo_gap_ev="6.797 / 6.596" charge=+2
Ni -0.14 0.16 0.55 0.334
S 4.95 -3.13 3.26 0.443
S 0.69 -0.13 -2.43 1.061
S -0.21 2.33 1.39 0.725
S -2.61 0.09 0.08 0.728
O 0.30 -0.90 -1.16 -0.596
O 5.15 -3.51 4.63 -0.295
O 5.40 -4.03 2.22 -0.322
O 5.31 -1.72 2.98 -0.389
N -0.50 -1.42 1.87 0.046
N 4.83 0.89 1.04 -0.063
N -2.38 3.03 2.69 0.036
N 2.33 0.60 0.64 -0.168
N -2.47 3.20 0.34 0.005
N -4.45 -1.76 -0.21 0.064
C -2.35 -2.54 -0.86 -0.081
C 3.10 -0.45 -0.07 -0.132
C 2.79 1.90 0.11 -0.162
C 1.68 -3.66 -4.08 -0.047
C 4.12 0.91 2.36 -0.042
C 1.87 -3.31 -5.41 -0.044
C 1.30 -1.03 -4.92 -0.070
C 1.29 -2.70 -3.16 -0.067
C 4.34 2.01 0.19 -0.051
C -5.04 -2.94 -0.50 -0.030
C -4.29 -3.97 -0.97 -0.023
C -3.00 0.28 -4.02 -0.043
C -1.87 2.90 1.48 -0.752
C 1.10 -1.97 3.65 -0.037
C 2.66 0.54 2.08 -0.129
C 0.65 -2.15 2.35 -0.309
C -3.17 1.66 -3.95 -0.044
C -3.64 5.38 0.11 -0.059
C 2.63 -3.37 1.79 -0.047
C 2.37 -2.42 3.99 -0.037
C -3.73 3.41 3.14 -0.218
C -0.97 1.91 -3.02 -0.095
C -3.76 3.86 0.07 -0.214
C -0.82 0.53 -3.09 -0.403
C -3.13 -1.49 -0.36 -0.665
C -2.92 -3.76 -1.15 -0.004
C 1.37 -2.92 1.45 -0.052
C 1.68 -1.99 -5.83 -0.045
C 1.10 -1.40 -3.59 -0.391
C -2.16 2.48 -3.46 -0.068
C 3.17 -3.03 3.03 -0.239
C -1.81 -0.29 -3.59 -0.066
C -3.76 3.43 4.65 -0.066
C 4.59 -0.42 0.34 -0.033
H -2.30 -4.56 -1.53 0.129
H -1.14 -2.05 1.39 0.076
H 2.18 -4.06 -6.13 0.120
H -1.74 2.78 3.43 0.117
H 3.00 -0.29 -1.14 0.095
H -1.91 3.01 -0.47 0.090
H 2.33 2.70 0.68 0.076
H -3.99 4.39 2.75 0.108
H -1.30 -2.36 -1.03 0.076
H 2.68 -1.42 0.17 0.091
H -4.75 3.69 5.01 0.090
H 1.15 -2.95 -2.11 0.098
H -1.02 -1.02 2.64 0.106
H 1.84 -1.73 -6.87 0.120
H 2.78 -2.24 4.98 0.132
H 4.65 2.94 0.65 0.140
H -1.65 -1.36 -3.67 0.124
H 1.15 0.00 -5.24 0.122
H -4.10 2.10 -4.30 0.119
H 4.24 1.90 2.77 0.142
H -0.16 2.53 -2.66 0.112
H 0.97 -3.10 0.46 0.105
H -2.29 3.55 -3.45 0.116
H -4.45 2.67 2.76 0.120
H 5.83 0.97 1.21 0.202
H 1.84 -4.68 -3.76 0.118
H 0.50 -1.43 4.37 0.122
H -3.79 -0.34 -4.42 0.119
H -3.33 5.73 1.09 0.074
H 4.86 -1.21 1.05 0.106
H -6.11 -2.99 -0.33 0.144
H 4.81 1.93 -0.79 0.139
H -4.05 3.52 -0.92 0.117
H 4.60 0.16 2.99 0.107
H -4.76 -4.92 -1.20 0.126
H -4.60 5.83 -0.13 0.090
H -5.02 -1.00 0.16 0.147
H 3.25 -3.93 1.10 0.123
H -2.91 5.73 -0.62 0.083
H 2.46 -0.47 2.43 0.090
H 5.24 -0.45 -0.53 0.145
H 1.99 1.22 2.62 0.092
H -4.51 3.50 0.76 0.099
H -3.51 2.45 5.06 0.085
H 2.47 2.00 -0.92 0.111
H -3.05 4.16 5.05 0.090